[1]
The molecule C30H46NO7P, computed with ωB97M-V/def2-TZVPD.

Relative energy (zero: lowest compared OMol25 entry of this formula, charge and spin), eV: 0.108
E_LUMO, eV: 0.46
HOMO, eV: -8.87
HOMO-LUMO gap, Ha: 0.3427
SMILES string: CCC(=O)O[C@@H](O[P@](=O)(CCCCc1ccccc1)CC(=O)N1C[C@H](C2CCCCC2)C[C@H]1C(=O)O)C(C)C
Max |F|, Eh/bohr: 0.033

Structure (ORCA input):
```
! RIJCOSX wB97M-V def2-TZVPD def2/J DEFGRID3
* xyz 0 1
C -3.038 -1.642 1.023
C -2.018 -0.804 0.261
C -1.520 0.351 1.085
O -1.398 0.368 2.275
O -1.236 1.423 0.296
C -0.634 2.520 0.943
O 0.746 2.309 1.089
P 1.598 1.149 0.338
O 1.029 -0.204 0.332
C 3.200 1.344 1.193
C 3.280 0.371 2.362
C 2.283 0.734 3.457
H 2.523 1.720 3.863
H 1.284 0.786 3.020
C 2.271 -0.294 4.592
C 1.325 0.122 5.683
C 1.797 0.508 6.930
C 0.922 0.908 7.926
C -0.440 0.929 7.684
C -0.920 0.550 6.441
C -0.046 0.149 5.448
H -0.429 -0.138 4.481
H -1.982 0.566 6.244
H -1.124 1.240 8.460
H 1.305 1.203 8.892
H 2.860 0.494 7.126
H 3.280 -0.402 4.997
H 1.962 -1.260 4.187
H 3.054 -0.632 1.993
H 4.295 0.365 2.766
H 3.305 2.377 1.525
H 3.975 1.127 0.456
C -0.922 3.792 0.135
C -0.222 4.983 0.782
H -0.621 5.158 1.778
H 0.845 4.798 0.868
H -0.377 5.876 0.183
C -2.429 4.021 0.049
H -2.919 3.170 -0.418
H -2.847 4.159 1.044
H -2.636 4.910 -0.540
H -0.522 3.639 -0.872
H -1.045 2.611 1.961
H -2.424 -0.424 -0.677
H -1.133 -1.407 0.041
H -2.630 -1.936 1.985
H -3.948 -1.074 1.196
H -3.289 -2.537 0.458
C 1.833 1.800 -1.388
C 2.602 0.691 -2.033
O 3.832 0.637 -1.926
N 1.921 -0.264 -2.666
C 2.560 -1.528 -3.024
C 3.387 -1.377 -4.323
O 3.137 -1.986 -5.325
O 4.396 -0.531 -4.225
H 4.424 -0.088 -3.333
C 1.398 -2.500 -3.180
H 1.646 -3.273 -3.904
H 1.157 -2.955 -2.219
C 0.243 -1.611 -3.653
H 0.366 -1.425 -4.724
C -1.144 -2.209 -3.398
C -1.326 -3.522 -4.163
C -2.706 -4.120 -3.903
C -3.802 -3.138 -4.300
C -3.631 -1.828 -3.540
C -2.251 -1.231 -3.804
H -2.154 -1.004 -4.868
H -2.149 -0.295 -3.252
H -4.404 -1.117 -3.840
H -3.747 -2.014 -2.469
H -3.745 -2.944 -5.373
H -4.784 -3.567 -4.089
H -2.816 -5.049 -4.465
H -2.803 -4.359 -2.841
H -1.207 -3.334 -5.232
H -0.560 -4.238 -3.862
H -1.239 -2.415 -2.326
C 0.486 -0.307 -2.883
H -0.031 -0.324 -1.919
H 0.165 0.568 -3.455
H 3.255 -1.815 -2.225
H 0.867 1.984 -1.852
H 2.432 2.708 -1.361
*
```

---

[2]
A 2-piece molecular cluster, C3H8N4 overall, computed with ωB97M-V/def2-TZVPD.

Relative energy (zero: lowest compared OMol25 entry of this formula, charge and spin), eV: 4.703
E_LUMO, eV: 0.75
HOMO, eV: -9.07
HOMO-LUMO gap, Ha: 0.3609
SMILES string: [H]/N=N\N=C.[H]/N=C\C
Max |F|, Eh/bohr: 0.065

Structure (ORCA input):
```
! RIJCOSX wB97M-V def2-TZVPD def2/J DEFGRID3
* xyz 0 1
C -0.901 -0.165 2.125
C 0.167 -0.677 1.213
N 1.388 -0.356 1.179
H 1.635 0.334 1.893
H -0.153 -1.426 0.489
H -0.500 0.519 2.875
H -1.400 -0.995 2.628
H -1.650 0.361 1.528
C 1.300 -0.325 -2.058
N -1.163 0.440 -1.311
N 0.113 0.056 -2.185
N -1.628 1.421 -1.796
H -0.903 1.735 -2.551
H 1.793 -0.393 -1.085
H 1.901 -0.528 -2.944
*
```

---

[3]
A 8-piece molecular cluster, C24H50Br4N6 overall, computed with ωB97M-V/def2-TZVPD.

E_LUMO, eV: 0.25
HOMO, eV: -8.40
HOMO-LUMO gap, Ha: 0.3178
SMILES string: CCN(CC)CC.CCN(CC)CC.BrCCBr.BrCCBr.CC#N.CC#N.CC#N.CC#N
Max |F|, Eh/bohr: 0.105

Structure (ORCA input):
```
! RIJCOSX wB97M-V def2-TZVPD def2/J DEFGRID3
* xyz 0 1
C 0.042 -4.071 3.780
C 1.251 -3.124 3.595
N 1.438 -2.260 4.735
C 2.821 -1.732 4.725
C 3.917 -2.600 5.248
C 0.497 -1.222 4.757
C 0.147 -0.785 6.164
H -0.898 -3.582 3.437
H -0.096 -4.280 4.845
H 0.217 -4.922 3.075
H 2.126 -3.788 3.406
H 1.144 -2.602 2.633
H 3.078 -1.467 3.681
H 2.736 -0.799 5.310
H 3.778 -3.016 6.223
H 4.031 -3.413 4.543
H 4.888 -2.100 5.279
H -0.490 -1.630 4.390
H 0.882 -0.383 4.178
H -0.047 -1.687 6.729
H -0.742 -0.136 6.133
H 0.960 -0.339 6.783
C -2.236 -0.544 -0.778
C -2.943 0.769 -0.902
N -3.198 1.176 -2.275
C -3.753 2.532 -2.289
C -2.850 3.542 -1.649
C -4.098 0.279 -3.007
C -3.926 0.359 -4.523
H -1.312 -0.563 -1.428
H -2.862 -1.366 -1.177
H -1.964 -0.760 0.307
H -3.820 0.832 -0.301
H -2.234 1.452 -0.431
H -3.993 2.824 -3.320
H -4.717 2.535 -1.837
H -1.855 3.405 -2.068
H -3.189 4.533 -1.996
H -2.894 3.538 -0.614
H -5.117 0.383 -2.728
H -3.718 -0.733 -2.802
H -4.248 1.334 -4.896
H -4.481 -0.496 -4.999
H -2.844 0.180 -4.789
C -1.561 2.150 3.328
C -1.507 3.557 3.008
N -1.425 4.710 2.855
H -2.521 1.717 3.013
H -1.461 2.012 4.405
H -0.796 1.642 2.763
C 4.988 -2.983 -3.440
C 4.399 -4.288 -3.061
N 3.928 -5.241 -2.662
H 4.267 -2.188 -3.195
H 5.219 -2.882 -4.483
H 5.842 -2.911 -2.813
C 0.210 6.118 -0.728
C 0.374 4.790 -0.100
N 0.373 3.712 0.269
H 1.169 6.589 -0.741
H -0.493 6.632 -0.121
H -0.141 5.982 -1.742
C -0.829 2.376 -4.930
C -0.089 3.277 -3.986
N 0.602 3.942 -3.412
H -0.535 2.724 -5.901
H -1.938 2.494 -4.835
H -0.474 1.319 -4.838
Br 0.673 -5.207 -0.320
C 0.676 -4.341 -2.047
C 0.950 -2.850 -1.802
Br 1.069 -2.006 -3.536
H -0.416 -4.451 -2.381
H 1.533 -4.715 -2.619
H 1.872 -2.727 -1.251
H 0.121 -2.332 -1.333
Br 1.033 0.079 0.662
C 1.340 0.731 -1.142
C 2.687 1.456 -1.168
Br 4.241 0.405 -1.547
H 0.579 1.450 -1.316
H 1.267 -0.124 -1.790
H 2.745 1.963 -0.217
H 2.596 2.144 -1.990
*
```